(1)
ORCA calculation (wB97M-V/def2-TZVPD) on a cluster of 9 separate species, C23H46Br12O5 in total at a distorted geometry.

```
! wB97M-V def2-TZVPD RIJCOSX def2/J DEFGRID3
* xyz 0 1
C 5.1097 3.5673 -0.7035
C 4.3537 2.7474 -1.7546
O 2.9428 2.8434 -1.4480
C 2.0505 2.7812 -2.4458
C 0.6402 2.6713 -1.9215
O 2.3421 2.8111 -3.6167
H 4.6558 4.5316 -0.4894
H 6.0538 3.7652 -1.2171
H 5.1259 3.0045 0.2277
H 4.5539 3.1840 -2.7329
H 4.6332 1.6950 -1.7616
H 0.6555 2.6660 -0.8364
H 0.1995 1.7470 -2.2909
H 0.1154 3.5294 -2.3410
C -1.5509 4.8687 1.7388
C -2.5454 5.0489 0.5923
O -2.5925 3.9676 -0.3231
C -3.4824 3.0048 -0.0717
C -3.4119 1.8905 -1.0793
O -4.2140 2.9893 0.8776
H -2.0251 4.4566 2.6313
H -1.1388 5.8221 2.0667
H -0.7592 4.1881 1.4348
H -3.5546 5.3118 0.9257
H -2.3511 5.9898 0.0686
H -3.4776 0.9749 -0.4887
H -2.4762 1.8067 -1.6280
H -4.2432 1.8994 -1.7815
C -0.8302 -0.7074 -0.2756
C 0.2034 -0.1367 0.6958
C 1.5935 -0.1905 0.1612
O -0.1059 0.2872 1.7841
H -0.8673 -1.7888 -0.1144
H -0.4366 -0.6453 -1.2910
H -1.7869 -0.2186 -0.2094
H 1.9546 -1.2225 0.0983
H 2.3015 0.4581 0.6734
H 1.5819 0.0687 -0.9017
Br -4.8330 0.6723 4.1458
C -4.4070 0.1118 2.3562
C -4.9359 -1.2431 1.9228
Br -4.0630 -1.8113 0.2561
H -3.3197 0.0178 2.2999
H -4.6673 0.9298 1.6888
H -5.9943 -1.2838 1.6888
H -4.6969 -1.9694 2.6970
Br 2.3064 -3.8217 0.6046
C 3.8949 -4.4349 1.6004
C 4.6338 -3.1562 1.9613
Br 6.2184 -3.5313 3.0568
H 4.4721 -5.1319 1.0036
H 3.5925 -4.8999 2.5346
H 4.0268 -2.5753 2.6496
H 4.8624 -2.5356 1.1002
Br -0.5506 0.0336 -4.4201
C -1.0113 -1.8286 -4.8403
C -1.4654 -2.6523 -3.6635
Br -2.1776 -4.3939 -4.2115
H -0.1682 -2.3212 -5.3241
H -1.7527 -1.7711 -5.6355
H -2.1953 -2.1751 -3.0134
H -0.6067 -2.8469 -3.0210
Br 2.9362 -0.3289 -6.2006
C 3.3750 -0.4231 -4.2882
C 3.9491 -1.7920 -3.9393
Br 3.9885 -1.9339 -1.9922
H 2.4309 -0.1857 -3.8140
H 4.1460 0.3173 -4.0938
H 4.9493 -1.9192 -4.3347
H 3.2574 -2.5317 -4.3343
Br -0.8933 3.4901 5.0768
C -1.0895 1.6242 4.3798
C -0.9270 0.6221 5.5183
Br -1.3162 -1.0753 4.6695
H -0.2571 1.4961 3.6964
H -2.0582 1.6851 3.9053
H -1.6475 0.8206 6.3058
H 0.0879 0.7275 5.8883
Br -1.6068 -4.5662 -0.5257
C -1.7322 -4.2179 1.3915
C -2.6248 -5.2357 2.0743
Br -2.7560 -4.7573 3.9980
H -2.0427 -3.1900 1.5524
H -0.7115 -4.2822 1.7653
H -2.1904 -6.2149 1.8957
H -3.6464 -5.1789 1.7158
*
```

energy relative to the best compared isomer or geometry (same formula, charge and spin): 8.75 kJ/mol
calculated total energy: -32168.360685 Eh
structure (SMILES): CCOC(C)=O.CCOC(C)=O.CC(C)=O.BrCCBr.BrCCBr.BrCCBr.BrCCBr.BrCCBr.BrCCBr
orbital gap: 10.03 eV
E_HOMO: -9.84 eV

---

(2)
ORCA calculation (wB97M-V/def2-TZVPD) on a cluster of 2 separate species, C23H37BFN2O6 in total at a distorted geometry.

```
! wB97M-V def2-TZVPD RIJCOSX def2/J DEFGRID3
* xyz 1 1
C 11.1181 -0.0692 2.5289
C 10.2097 -0.0557 1.3471
C 8.6875 0.5814 1.5514
O 8.5707 1.6844 2.3018
O 7.5818 -0.1573 0.9163
C 6.4871 0.7308 0.4944
C 5.1905 0.4356 1.4930
C 3.8533 0.9866 0.7056
C 2.9669 -0.2106 -0.0141
C 1.3991 -0.2698 0.4776
C 0.5275 1.0806 0.1287
C -0.5354 1.4472 1.3668
C -1.7955 0.4053 1.4454
C -2.2591 -0.2417 0.0107
C -3.6372 -1.1295 0.3393
C -3.8437 -2.4078 -0.6659
N -5.0979 -3.2977 -0.5732
O -2.9426 -2.8099 -1.6046
O -3.0051 0.9262 2.0997
C -3.3493 2.2687 1.6067
C -2.1408 3.2772 2.1408
B -1.9352 3.2243 3.7906
O -3.0441 3.8144 4.6074
O -0.7462 2.6879 4.4832
N -0.9032 2.9129 1.3522
C -1.0036 3.5220 -0.0467
H 11.3103 -1.0864 3.0757
H 11.5502 0.9810 2.8740
H 10.4497 -0.4832 0.2828
H 6.7685 1.8647 0.4196
H 6.1395 0.3795 -0.5813
H 5.1454 -0.6941 1.7952
H 5.3465 1.1652 2.4196
H 4.2429 1.6707 -0.1910
H 3.1877 1.7187 1.3717
H 3.0510 -0.1078 -1.1772
H 3.5078 -1.2286 0.2931
H 0.8950 -1.1835 -0.0866
H 1.4100 -0.5371 1.6400
H 1.3151 1.9766 0.0989
H 0.0148 1.0759 -0.9258
H 0.1031 1.2744 2.3606
H -1.4284 -0.5118 2.1156
H -1.3926 -0.9914 -0.3218
H -2.4394 0.5915 -0.7957
H -3.6500 -1.5318 1.4593
H -4.6175 -0.4580 0.2499
H -5.6071 -3.1156 0.3387
H -4.8264 -4.3172 -0.5772
H -4.3980 2.6585 2.0049
H -3.4463 2.2598 0.4255
H -2.5435 4.3785 1.9164
H -3.8098 3.1581 4.4981
H -0.8884 1.7165 4.7142
H -0.0948 3.4257 1.8183
H -1.6812 2.8658 -0.7761
H 0.0649 3.7532 -0.5251
H -1.5470 4.5842 -0.0122
F -7.7881 -3.1461 -5.7588
C -6.5075 -3.4288 -5.4851
C -6.0226 -3.2276 -4.1975
C -4.6907 -3.5267 -3.9108
C -3.8549 -4.0138 -4.9188
C -4.3498 -4.2075 -6.2093
C -5.6844 -3.9190 -6.4929
H -6.6843 -2.8407 -3.4295
H -4.3039 -3.3803 -2.9053
H -2.8150 -4.2427 -4.6958
H -3.6963 -4.5829 -6.9932
H -6.0879 -4.0721 -7.4883
*
```

calculated total energy: -1583.631636 Eh
orbital gap: 6.67 eV
E_HOMO: -9.87 eV

---

(3)
ORCA calculation (wB97M-V/def2-TZVPD) on a structure of composition C34H33N5O3Pt at a distorted geometry.

```
! wB97M-V def2-TZVPD RIJCOSX def2/J DEFGRID3
* xyz 2 5
Pt 0.8839 0.0523 1.6083
C -1.0496 -0.8161 -3.7583
O -1.7619 -0.1521 -2.7052
C -2.9566 0.4502 -2.9567
C -3.5921 0.4359 -4.1998
C -4.8616 1.0151 -4.3346
C -5.4960 1.6238 -3.2488
C -4.8421 1.6660 -2.0072
C -3.5804 1.0805 -1.8422
N -3.0191 1.0301 -0.5373
C -1.6895 0.8182 -0.1949
N -0.8379 1.5663 -0.9352
C 0.5458 1.6005 -1.0072
C 1.4644 1.0283 -0.0769
C 2.8173 1.2950 -0.3120
C 3.2749 2.0642 -1.3946
C 2.3736 2.6171 -2.3153
C 1.0229 2.3520 -2.1304
O 0.0067 2.7981 -2.9586
C 0.3622 3.6170 -4.1145
N -1.3088 0.1026 0.8564
C -2.2647 -0.7449 1.4743
C -3.3497 -1.3754 0.8088
C -4.3167 -2.0864 1.5191
C -4.1656 -2.2894 2.8939
C -3.0497 -1.7820 3.5606
C -2.0769 -1.0611 2.8361
O -0.9171 -0.5898 3.4029
C -0.6473 -0.9885 4.7794
H -0.1209 -1.1993 -3.3181
H -0.8001 -0.1414 -4.5975
H -1.6199 -1.6878 -4.1279
H -3.0951 -0.0267 -5.0624
H -5.3525 0.9967 -5.3154
H -6.4938 2.0538 -3.3845
H -5.3248 2.1197 -1.1253
H -3.6843 0.8427 0.2237
H -1.2945 2.0970 -1.6854
H 3.5437 0.8638 0.3979
H 4.3560 2.2212 -1.5133
H 2.7130 3.2009 -3.1848
H -0.5893 3.8239 -4.6166
H 1.0190 3.0660 -4.8028
H 0.8293 4.5715 -3.8167
H -3.4259 -1.2960 -0.2910
H -5.1712 -2.5420 0.9919
H -4.9294 -2.8648 3.4416
H -2.8674 -2.0002 4.6273
H 0.3412 -0.5682 5.0172
H -0.6025 -2.0784 4.9136
H -1.3764 -0.5212 5.4536
C 2.3990 -2.8065 1.5624
N 2.1179 -1.5546 2.3225
C 2.9260 -1.3051 3.3419
C 2.7225 -0.0489 3.9619
C 3.3639 0.5475 5.0908
C 2.7966 1.8286 5.2229
C 1.8461 1.9762 4.2050
N 1.7676 0.8046 3.4094
C 3.0113 -2.4249 0.2528
C 4.3904 -2.2606 0.1377
C 4.9661 -1.9483 -1.0983
C 4.1606 -1.7933 -2.2295
C 2.7643 -1.9248 -2.1081
C 2.1999 -2.2296 -0.8746
H 1.4538 -3.3537 1.4008
H 3.0897 -3.3835 2.1936
H 3.6666 -2.0170 3.7429
H 4.1360 0.0717 5.6921
H 3.0826 2.5511 5.9876
H 1.1961 2.8201 3.9800
H 5.0356 -2.3816 1.0168
H 6.0552 -1.8318 -1.1843
H 4.6145 -1.5770 -3.2026
H 2.1152 -1.7456 -2.9798
H 1.0998 -2.2717 -0.7797
*
```

calculated total energy: -1933.506730 Eh
orbital gap (alpha / beta): 6.35 / 2.83 eV
E_HOMO (alpha / beta): -11.98 / -12.14 eV

---

(4)
ORCA calculation (wB97M-V/def2-TZVPD) on a structure of composition C24H73BN5O12Zr at a distorted geometry.

```
! wB97M-V def2-TZVPD RIJCOSX def2/J DEFGRID3
* xyz -1 1
Zr -27.1021 -23.9542 -19.4042
B -26.5084 -24.3865 -16.2366
H -26.4250 -24.5496 -15.1732
H -27.0392 -23.4782 -16.4761
H -25.5012 -24.2920 -16.6119
H -26.9844 -25.2266 -16.7181
O -24.0795 -23.1967 -20.1946
C -22.9510 -24.0428 -20.2592
C -23.3892 -25.6146 -20.3366
O -24.7490 -26.0151 -19.9621
H -22.4286 -23.8910 -19.3147
H -22.2297 -23.7971 -21.0385
H -22.6244 -26.0800 -19.7149
H -23.1216 -25.9852 -21.3261
O -27.8778 -27.7661 -24.2588
C -26.9615 -27.7068 -25.3854
C -27.1793 -28.8548 -26.4656
O -27.8472 -29.9991 -25.9956
H -25.9494 -27.9263 -25.0455
H -27.1210 -26.6928 -25.7522
H -26.2034 -29.1289 -26.8662
H -27.7364 -28.4590 -27.3148
C -23.0142 -19.4874 -25.2337
C -22.9142 -18.4137 -24.0834
C -22.9114 -17.0176 -24.6505
O -21.7524 -16.7330 -25.3930
C -21.7496 -15.4445 -25.9975
N -24.1423 -18.5144 -23.2727
H -23.1218 -20.4569 -24.7473
H -22.1798 -19.4584 -25.9345
H -23.9394 -19.3092 -25.7817
H -22.0058 -18.6802 -23.5432
H -22.8481 -16.2283 -23.9014
H -23.7786 -16.8510 -25.2896
H -21.6535 -14.5601 -25.3677
H -22.7069 -15.3855 -26.5154
H -20.9498 -15.3425 -26.7310
H -24.0892 -19.3222 -22.6688
H -23.9889 -17.8465 -22.5307
C -22.2463 -31.2275 -23.8693
C -22.0440 -31.5535 -22.3911
C -20.6968 -31.1166 -21.9307
O -20.4704 -29.7258 -22.1661
C -19.3803 -29.1801 -21.4506
N -23.1025 -30.7762 -21.7732
H -23.1723 -31.6325 -24.2774
H -21.5017 -31.7172 -24.4969
H -22.0859 -30.1805 -24.1266
H -22.0923 -32.6330 -22.2480
H -19.8964 -31.7251 -22.3516
H -20.5550 -31.2662 -20.8604
H -18.3926 -29.3565 -21.8764
H -19.3748 -29.3979 -20.3826
H -19.5753 -28.1264 -21.6504
H -22.7707 -29.8226 -21.7987
H -23.1949 -31.0857 -20.8162
C -21.2327 -25.8911 -26.4725
C -20.1755 -24.9627 -27.0531
C -20.4685 -24.5009 -28.4645
O -21.6017 -23.6983 -28.5180
C -21.6970 -22.9458 -29.6734
N -19.9951 -23.8438 -26.1387
H -21.6304 -26.6684 -27.1250
H -22.1208 -25.2927 -26.2692
H -20.8499 -26.3873 -25.5807
H -19.2794 -25.5785 -26.9763
H -20.4722 -25.3397 -29.1606
H -19.5987 -23.9475 -28.8186
H -21.3838 -23.3215 -30.6475
H -21.1851 -22.0013 -29.4891
H -22.7502 -22.7147 -29.8329
H -20.2407 -24.0302 -25.1769
H -20.6288 -23.1859 -26.5695
C -17.4140 -23.5280 -12.1873
C -18.1250 -22.9030 -13.4443
C -19.4640 -23.5813 -13.8064
O -19.1802 -24.8560 -14.3920
C -20.3630 -25.5807 -14.6526
N -18.2306 -21.5037 -13.4718
H -16.5646 -22.8816 -11.9659
H -17.0085 -24.5347 -12.2884
H -18.1320 -23.5865 -11.3692
H -17.3897 -23.0238 -14.2399
H -20.1038 -22.9992 -14.4696
H -19.9895 -23.8573 -12.8921
H -21.0711 -25.1725 -15.3737
H -20.9686 -25.8658 -13.7923
H -20.1307 -26.5634 -15.0630
H -18.3842 -21.1220 -14.3942
H -17.3171 -21.1017 -13.3167
C -18.2663 -20.4074 -20.3605
C -18.7492 -20.0812 -18.9494
C -17.8844 -18.9841 -18.2750
O -18.2661 -18.7817 -16.9628
C -17.4841 -17.7297 -16.3455
N -20.0313 -19.5091 -19.0224
H -17.2615 -20.8293 -20.3376
H -18.2990 -19.6056 -21.0981
H -18.8319 -21.2618 -20.7322
H -18.7945 -20.9336 -18.2715
H -17.9246 -18.0891 -18.8958
H -16.8612 -19.3596 -18.2618
H -17.5445 -16.7712 -16.8609
H -16.4276 -17.9899 -16.2804
H -17.8496 -17.4922 -15.3464
H -20.3403 -19.3974 -18.0673
H -20.6099 -20.2479 -19.3961
O -27.6923 -29.7463 -20.3094
H -26.9546 -29.1365 -20.3146
H -27.6893 -30.1192 -19.4279
O -27.5795 -23.6754 -22.6383
H -27.7454 -22.9237 -23.2073
H -27.7049 -24.4370 -23.2043
O -23.9445 -30.4110 -17.0029
H -23.4107 -30.4170 -16.2083
H -23.6306 -29.6537 -17.4971
*
```

calculated total energy: -2205.913120 Eh
orbital gap: 1.97 eV
E_HOMO: -3.86 eV

---

> Among the records above, which one has the lowest calculated total energy?

C23H46Br12O5